C5H11S | the ωB97M-V functional and the def2-TZVPD basis

Last column: natural (NBO) charge in e.
CARTESIAN COORDINATES (ANGSTROEM)
C: 3.323 1.217 0.486  -0.6170
C: 2.353 0.045 0.331  -0.5208
S: 0.684 0.367 0.979  -0.7273
H: 3.623 1.336 1.530  0.1891
H: 2.811 2.135 0.191  0.2026
H: 4.227 1.096 -0.124  0.1663
H: 2.764 -0.835 0.833  0.1687
H: 2.291 -0.203 -0.736  0.1603
C: -1.424 -1.113 -1.410  -0.6696
C: -2.401 -0.373 -0.565  -0.1263
C: -3.723 -0.487 -0.654  -0.4673
H: -0.477 -1.259 -0.889  0.2671
H: -1.806 -2.098 -1.704  0.1825
H: -1.201 -0.551 -2.321  0.2087
H: -1.973 0.362 0.110  0.2309
H: -4.376 0.198 -0.127  0.1836
H: -4.176 -1.266 -1.259  0.1685

Its HOMO-LUMO gap is 6.26 eV. The value obtained for the energy is -16198.6262 eV. Its HOMO energy is -2.3634 eV. As for the total charge: -1.